{
  "formula": "C19H46N3Na2O9",
  "method": "wB97M-V/def2-TZVPD",
  "e_above_lowest_kcal_mol": 82.8,
  "charge": 1,
  "e_homo_ev": -10.02,
  "max_force_ev_per_a": 3.702,
  "lumo_energy_ev": -5.03,
  "species": ["Na", "Na", "O", "C", "O", "O", "H", "C", "O", "C", "C", "N", "C", "C", "O", "C", "H", "H", "H", "H", "H", "H", "H", "H", "H", "H", "H", "H", "H", "H", "H", "C", "O", "C", "C", "N", "C", "C", "O", "C", "H", "H", "H", "H", "H", "H", "H", "H", "H", "H", "H", "H", "H", "H", "H", "C", "O", "C", "C", "N", "C", "C", "O", "C", "H", "H", "H", "H", "H", "H", "H", "H", "H", "H", "H", "H", "H", "H", "H"],
  "xyz": [[13.17727, -24.86590, -1.15269], [16.06471, -26.50994, -1.90948], [16.50977, -21.97115, 0.13145], [16.06071, -23.19996, -0.08867], [16.60373, -23.94236, -0.88320], [14.89172, -23.43337, 0.33256], [15.80274, -21.66558, 0.70444], [19.14846, -28.52951, -0.96692], [18.56918, -27.71153, 0.12042], [19.65929, -26.86742, 0.62325], [19.21882, -25.38075, 0.48635], [18.07925, -25.12001, 1.40825], [18.41834, -24.17094, 2.57580], [19.66648, -24.66684, 3.49748], [19.53504, -23.93619, 4.67170], [20.78781, -23.77325, 5.26594], [20.03632, -28.17203, -1.48846], [18.41744, -28.84194, -1.71264], [19.36910, -29.52224, -0.57460], [20.56142, -26.92826, 0.01452], [19.80989, -27.15944, 1.66255], [19.10091, -25.29449, -0.59381], [19.99264, -24.64124, 0.69229], [17.23108, -24.83838, 0.93772], [17.67372, -24.16867, 3.37181], [18.49371, -23.09071, 2.45119], [20.65336, -24.50965, 3.06222], [19.47156, -25.70299, 3.77406], [20.55833, -23.15641, 6.13483], [21.43133, -23.18714, 4.60984], [21.11197, -24.76673, 5.57579], [14.58175, -23.25874, -3.65974], [13.41308, -23.32455, -2.86641], [13.07714, -22.03701, -2.32509], [11.95335, -22.04042, -1.31952], [12.38843, -22.80143, -0.06693], [11.67948, -22.48001, 1.11852], [11.94164, -21.06155, 1.61422], [13.17684, -20.97033, 2.36193], [13.55121, -19.59344, 2.40274], [14.47795, -22.77491, -4.63095], [14.70115, -24.31524, -3.89981], [15.40560, -22.91545, -3.03401], [12.94865, -21.34518, -3.15754], [13.91493, -21.64466, -1.74865], [11.07065, -22.43520, -1.82261], [11.78299, -20.96799, -1.22484], [13.34695, -22.65124, 0.21377], [11.94838, -23.22503, 1.86734], [10.66792, -22.75944, 0.82396], [11.08252, -20.65256, 2.14594], [11.92610, -20.37210, 0.77012], [12.77220, -18.89619, 2.71109], [13.99659, -19.17968, 1.49801], [14.36672, -19.33515, 3.07826], [18.84480, -24.99104, -5.76481], [18.17791, -23.85013, -5.32597], [18.03352, -23.59633, -3.88520], [19.39499, -23.44640, -3.12574], [19.18285, -23.08469, -1.72842], [19.88639, -21.92755, -1.17430], [19.71394, -20.72149, -2.02164], [20.68400, -20.40512, -3.11934], [20.34810, -19.12941, -3.60467], [19.87245, -25.01129, -5.40200], [19.01600, -24.99050, -6.84129], [18.34620, -25.91141, -5.46083], [17.59150, -24.42894, -3.33797], [17.41572, -22.70430, -3.78171], [20.10068, -22.72604, -3.53945], [19.88179, -24.41959, -3.06231], [18.18470, -23.12719, -1.58010], [20.94317, -22.06276, -0.94396], [19.26274, -21.81863, -0.28700], [19.82794, -19.92193, -1.28965], [18.69783, -20.75073, -2.41504], [21.12761, -18.88542, -4.32644], [20.25535, -18.28215, -2.92523], [19.40804, -19.10227, -4.15572]],
  "forces_ev_per_a": [[-0.091, 1.037, 0.679], [1.005, 0.568, 0.562], [0.985, 0.343, 0.408], [-3.583, 0.108, -0.923], [1.991, -2.018, -1.902], [0.045, -0.586, 0.976], [-0.045, 0.858, 0.513], [-1.043, -1.119, 0.974], [2.015, -0.066, -2.335], [-0.907, 1.391, 0.503], [-0.353, -0.978, 1.056], [0.934, 1.310, 1.142], [0.984, -1.830, 0.812], [-2.349, 0.228, -1.514], [-0.352, 0.740, -0.355], [-0.949, 0.605, 1.036], [-0.188, 0.535, 0.296], [-0.578, 0.746, -0.202], [0.548, 0.045, 0.435], [0.060, -0.606, 0.172], [0.260, 0.044, -0.086], [-1.005, 0.541, 0.039], [0.451, -0.373, 0.122], [0.364, 0.047, 0.089], [-0.719, -0.697, -0.438], [0.550, 0.120, -1.129], [-0.004, -0.161, -0.273], [0.346, -0.445, -0.536], [0.483, -0.130, 0.262], [0.516, -0.409, -0.005], [0.863, 0.171, -0.003], [-0.028, -1.364, 0.256], [-0.848, 0.571, 0.559], [0.776, 0.163, 0.222], [0.986, -0.588, 0.109], [-0.169, 0.196, -2.565], [-1.110, -0.356, 0.462], [-0.549, 0.039, 0.094], [-0.744, 0.977, -0.825], [0.816, 0.892, 0.411], [-0.160, 0.554, 0.266], [0.703, -0.136, -0.269], [0.137, 0.183, -0.367], [-0.494, 0.023, -0.036], [0.635, -0.117, -0.161], [-0.307, -0.416, 0.606], [-0.236, 0.108, 0.689], [0.773, 0.219, -0.980], [0.162, 0.211, 0.300], [-0.707, 0.901, 0.839], [0.038, -0.309, 0.893], [0.666, -0.028, -0.410], [-0.554, -0.354, -0.084], [-0.483, -0.475, -0.870], [-0.013, -1.070, 0.647], [1.182, -0.235, 0.492], [-1.078, 1.079, 1.198], [2.331, -0.316, -1.007], [0.242, 0.105, 0.373], [0.327, -0.775, -0.719], [-1.294, -1.446, -1.025], [0.931, 1.840, -0.402], [-1.648, -0.616, 2.184], [0.379, 0.341, -1.442], [0.126, -0.164, 0.461], [-0.782, 0.298, -0.092], [-0.171, -0.249, -0.003], [-0.731, -0.405, -0.267], [0.136, -0.079, -0.180], [-0.226, -0.073, -0.667], [0.187, -0.263, -0.784], [0.179, 0.478, 0.912], [-0.021, -0.509, 0.151], [0.658, 0.771, 0.489], [-0.262, 0.675, -0.284], [-0.069, 0.354, -0.254], [0.010, 0.120, 0.014], [0.378, -0.352, 0.826], [-0.312, -0.425, -0.136]],
  "mulliken_charge": [0.956, 0.881, -0.475, 0.592, -0.408, -0.993, 0.281, -0.733, -0.365, -0.640, 0.167, -0.125, -0.742, -0.446, -0.359, -0.753, 0.316, 0.215, 0.329, 0.339, 0.309, -0.133, 0.346, 0.045, 0.506, 0.280, 0.441, 0.194, 0.262, 0.337, 0.302, -0.437, -0.372, -0.543, -0.694, 0.003, -1.045, -0.534, -0.322, -0.911, 0.388, 0.142, 0.062, 0.525, 0.273, 0.324, 0.343, 0.148, 0.346, 0.444, 0.550, 0.353, 0.370, 0.343, 0.318, -0.682, -0.470, 0.249, -0.808, 0.476, -0.369, -0.683, -0.362, -0.779, 0.308, 0.306, 0.211, -0.017, 0.155, 0.467, 0.373, -0.623, 0.314, 0.213, 0.554, 0.250, 0.273, 0.325, 0.317]
}